{"formula": "C20H16LiN9OP", "method": "the ωB97M-V functional and the def2-TZVPD basis", "orbital_gap_ev": 6.491, "e_tot_ev": -45956.06820, "e_homo_ev": -4.25, "total_charge": -1, "elements": ["Li", "N", "C", "N", "N", "N", "N", "C", "N", "N", "N", "N", "H", "O", "P", "C", "C", "C", "C", "C", "C", "C", "C", "C", "C", "C", "C", "C", "C", "C", "C", "C", "C", "H", "H", "H", "H", "H", "H", "H", "H", "H", "H", "H", "H", "H", "H", "H"], "xyz": [[2.681071, -0.045591, -0.187305], [4.819140, -0.015907, 2.197521], [5.315493, -0.106142, 0.903090], [6.612534, -0.154049, 0.652067], [6.682348, -0.240451, -0.698924], [5.495478, -0.245378, -1.210389], [4.581937, -0.159564, -0.205355], [3.493635, 0.104076, 2.565631], [3.118869, 0.343827, 3.816640], [1.771218, 0.379808, 3.756318], [1.374038, 0.175946, 2.542527], [2.457454, -0.016286, 1.743593], [5.496307, 0.118410, 2.924825], [1.054386, -0.016130, -0.960502], [-0.415053, 0.001038, -0.678197], [-0.978469, 1.490652, 0.154038], [-1.189906, 2.652402, -0.592876], [-1.569704, 3.824559, 0.042597], [-1.730669, 3.838263, 1.424072], [-1.491499, 2.691874, 2.170983], [-1.112656, 1.513790, 1.541116], [-1.350794, -0.103004, -2.228456], [-2.660949, 0.346444, -2.385412], [-3.300484, 0.223477, -3.610713], [-2.635287, -0.346708, -4.688309], [-1.327708, -0.794766, -4.541383], [-0.683519, -0.671633, -3.315734], [-0.967884, -1.386397, 0.321729], [-2.332457, -1.580540, 0.546953], [-2.762565, -2.661962, 1.298830], [-1.827156, -3.548905, 1.826002], [-0.472142, -3.346959, 1.613388], [-0.036351, -2.264328, 0.860762], [-1.044615, 2.637040, -1.666710], [-1.730652, 4.727821, -0.532755], [-2.030377, 4.754404, 1.921595], [-1.582707, 2.718236, 3.250185], [-0.861393, 0.633236, 2.123509], [-3.180782, 0.808828, -1.552066], [-4.319076, 0.577146, -3.727552], [-3.132649, -0.432792, -5.646893], [-0.803267, -1.234303, -5.382132], [0.342957, -0.997963, -3.193147], [-3.056679, -0.879653, 0.144931], [-3.819494, -2.813730, 1.479845], [-2.161031, -4.399631, 2.410729], [0.251597, -4.024118, 2.049913], [1.019507, -2.074382, 0.721428]], "atomic_forces_ev_per_a": [[0.1, 0.0, 0.2], [-0.1, 0.0, -0.2], [-0.1, 0.0, 0.1], [0.2, 0.0, -0.2], [-0.3, 0.0, 0.1], [0.2, 0.0, 0.4], [0.0, 0.0, -0.2], [0.1, 0.0, 0.0], [-0.2, 0.1, 0.1], [0.2, 0.0, -0.2], [0.4, -0.2, 0.1], [-0.2, 0.1, 0.0], [0.0, 0.0, 0.0], [-0.6, -0.2, -0.4], [0.3, 0.2, 0.1], [-0.1, 0.1, -0.1], [0.0, 0.0, 0.1], [0.0, 0.0, 0.0], [0.0, 0.0, 0.0], [0.0, 0.1, 0.0], [-0.1, 0.0, 0.0], [0.2, 0.0, -0.2], [0.0, 0.0, 0.1], [0.0, 0.0, 0.0], [0.1, 0.0, 0.0], [0.0, 0.0, 0.1], [-0.1, 0.0, 0.0], [-0.2, -0.1, 0.0], [0.1, -0.1, 0.1], [0.1, 0.0, 0.0], [0.0, 0.0, 0.0], [0.0, 0.0, 0.0], [0.0, 0.1, 0.0], [0.0, 0.0, 0.0], [0.0, 0.0, 0.0], [0.0, 0.0, 0.0], [0.0, 0.0, 0.0], [-0.1, 0.1, -0.1], [0.0, 0.0, -0.1], [0.1, 0.0, 0.0], [0.0, 0.0, 0.0], [0.0, 0.0, 0.0], [0.0, 0.0, 0.0], [0.0, -0.1, 0.0], [0.0, 0.0, 0.0], [0.0, 0.1, 0.0], [0.0, 0.0, 0.0], [0.0, 0.0, 0.0]], "mulliken_charge": [1.20, -0.06, 0.38, -0.56, -0.50, -0.47, 0.10, 0.33, -0.55, -0.87, 0.19, -0.12, 0.23, -1.08, 1.27, 0.35, -0.32, -0.74, -0.34, -0.71, -0.39, 0.47, -0.08, -0.81, -0.39, -0.63, -0.65, 0.41, -0.18, -0.75, -0.43, -0.77, -0.09, 0.45, 0.39, 0.38, 0.41, 0.25, 0.38, 0.38, 0.38, 0.40, 0.40, 0.23, 0.40, 0.36, 0.41, 0.35]}

{"formula": "C20H16MoN5O3S2", "method": "the ωB97M-V functional and the def2-TZVPD basis", "spin_multiplicity": 3, "orbital_gap_ev": [4.977, 5.282], "e_tot_ev": -58089.85606, "e_homo_ev": [-17.48, -17.49], "total_charge": 3, "s2": 2.022, "elements": ["Mo", "N", "C", "C", "C", "C", "C", "C", "N", "C", "C", "C", "S", "C", "N", "H", "H", "H", "H", "H", "H", "H", "C", "C", "C", "N", "H", "H", "H", "H", "H", "O", "S", "O", "N", "C", "O", "C", "C", "C", "C", "C", "C", "H", "H", "H", "H"], "xyz": [[0.720964, -1.153230, 0.044474], [-1.640737, -0.895010, 3.404716], [-2.711183, -0.638732, 2.533306], [-4.035365, -0.316657, 2.783356], [-4.833109, -0.132349, 1.667627], [-4.331064, -0.277558, 0.366427], [-3.008373, -0.607930, 0.124940], [-2.199190, -0.768249, 1.241044], [-0.827962, -1.078081, 1.365188], [-0.563223, -1.145949, 2.692203], [0.792523, -1.500168, 3.061142], [1.399051, -1.795494, 4.232818], [3.024682, -2.260752, 3.953523], [2.824947, -2.047330, 2.301677], [1.612228, -1.644848, 1.942531], [-1.697022, -0.886401, 4.415933], [-4.427305, -0.214211, 3.786228], [-5.875526, 0.121587, 1.802384], [-4.996123, -0.137752, -0.475028], [-2.656126, -0.757244, -0.887145], [0.991518, -1.781124, 5.232984], [3.625536, -2.217384, 1.596964], [5.315394, -3.575663, -1.896663], [4.127674, -2.893158, -2.607250], [3.158642, -2.365168, -1.679046], [2.392529, -1.947615, -0.919856], [6.027151, -3.872426, -2.663312], [4.994154, -4.468220, -1.364498], [5.816944, -2.891505, -1.215253], [3.586153, -3.586750, -3.259911], [4.453497, -2.049464, -3.226371], [-3.510346, 2.030035, -2.649498], [-2.218315, 2.136576, -3.229835], [-1.972769, 2.285988, -4.611796], [-1.405747, 0.680467, -2.686903], [-0.585900, 1.044459, -1.823609], [0.043157, -0.034085, -1.109799], [-0.330072, 2.435411, -1.469340], [0.568737, 3.027078, -0.599708], [0.577872, 4.415456, -0.526318], [-0.284970, 5.178091, -1.306648], [-1.188675, 4.582454, -2.187151], [-1.190577, 3.209140, -2.246417], [1.266257, 2.444396, -0.009286], [1.273486, 4.913384, 0.134799], [-0.251233, 6.256809, -1.234826], [-1.852184, 5.179176, -2.798800]], "atomic_forces_ev_per_a": [[-0.6, -0.2, 0.1], [0.0, 0.0, 0.0], [0.0, 0.0, 0.0], [0.0, 0.0, 0.0], [0.0, 0.0, 0.0], [0.0, 0.0, 0.0], [0.0, 0.0, 0.0], [-0.1, -0.1, 0.0], [0.2, 0.0, -0.1], [0.0, 0.0, 0.1], [0.0, -0.1, 0.0], [0.0, 0.0, 0.0], [0.0, 0.0, 0.0], [0.0, 0.1, 0.0], [0.1, 0.2, 0.0], [0.0, 0.0, 0.0], [0.0, 0.0, 0.0], [0.0, 0.0, 0.0], [0.0, 0.0, 0.0], [0.0, 0.0, 0.0], [0.0, 0.0, 0.0], [0.0, 0.0, 0.0], [0.0, 0.0, 0.0], [0.0, 0.0, 0.0], [0.0, 0.0, 0.1], [0.1, -0.2, -0.1], [0.0, 0.0, 0.0], [0.0, 0.0, 0.0], [0.0, 0.0, 0.0], [0.0, 0.0, 0.0], [0.0, 0.0, 0.0], [0.0, 0.0, 0.0], [0.0, 0.0, 0.0], [0.0, 0.0, 0.0], [0.0, 0.0, 0.1], [-0.2, 0.0, 0.0], [0.5, 0.3, 0.1], [0.0, 0.0, -0.1], [0.0, 0.0, 0.0], [0.0, 0.0, 0.0], [0.0, 0.0, 0.0], [0.0, 0.0, 0.0], [0.0, 0.0, 0.0], [0.0, 0.0, 0.0], [0.0, 0.0, 0.0], [0.0, 0.0, 0.0], [0.0, 0.0, 0.0]], "lowdin_spin": [1.82, 0.01, 0.00, 0.00, 0.00, 0.00, 0.01, 0.00, 0.04, 0.02, 0.01, 0.00, 0.01, 0.01, 0.01, 0.00, 0.00, 0.00, 0.00, 0.00, 0.00, 0.00, 0.00, 0.01, 0.04, 0.03, 0.00, 0.00, 0.00, 0.00, 0.00, 0.00, 0.00, 0.00, -0.02, 0.01, -0.02, 0.00, 0.00, 0.00, 0.00, 0.00, 0.00, 0.00, 0.00, 0.00, 0.00]}

{"formula": "C20H16N4", "method": "the ωB97M-V functional and the def2-TZVPD basis", "orbital_gap_ev": 9.078, "e_tot_ev": -26956.86745, "smiles": "CN1c2ccccc2C(n2nnc3ccccc32)c2ccccc21", "e_homo_ev": -8.44, "elements": ["C", "N", "C", "C", "C", "C", "C", "C", "C", "N", "N", "N", "C", "C", "C", "C", "C", "C", "C", "C", "C", "C", "C", "C", "H", "H", "H", "H", "H", "H", "H", "H", "H", "H", "H", "H", "H", "H", "H", "H"], "xyz": [[-0.660422, 2.598287, 3.346206], [0.613748, 1.933741, 3.038114], [0.617840, 0.533942, 3.019382], [0.855301, -0.170470, 4.201810], [0.764544, -1.566682, 4.347534], [0.482161, -2.291629, 3.211091], [0.315585, -1.583007, 1.916263], [0.469939, -0.167196, 1.850016], [0.494790, 0.611058, 0.509290], [0.839967, -0.288484, -0.623993], [1.796195, -1.236661, -0.692993], [1.787707, -2.088602, -1.628043], [0.633897, -1.762724, -2.336554], [0.096344, -2.321325, -3.548193], [-1.031583, -1.808682, -4.123391], [-1.663087, -0.680570, -3.567219], [-1.030551, -0.115554, -2.450143], [0.098921, -0.628358, -1.753511], [1.246845, 1.883163, 0.602745], [1.998510, 2.541215, -0.470952], [2.573050, 3.742854, -0.303418], [2.461333, 4.382480, 0.873011], [1.756796, 3.896459, 2.036837], [1.229900, 2.572603, 1.920956], [-1.445298, 1.868178, 3.370935], [-0.564836, 3.089651, 4.368719], [-0.886629, 3.343531, 2.625123], [1.129344, 0.423727, 5.113434], [0.822618, -2.057024, 5.297422], [0.335102, -3.410831, 3.271592], [0.215510, -2.152120, 0.971276], [-0.469063, 0.868272, 0.271296], [0.664277, -3.205101, -3.863225], [-1.430064, -2.286422, -4.960721], [-2.479867, -0.046173, -3.880588], [-1.398529, 0.796534, -2.087762], [2.117779, 1.995613, -1.405378], [3.189163, 4.127234, -1.175984], [2.985076, 5.322994, 0.945350], [1.634770, 4.503160, 2.930746]], "atomic_forces_ev_per_a": [[0.8, 0.0, 2.6], [0.4, 1.6, -1.0], [0.6, -0.8, 1.1], [0.1, 0.6, 1.8], [-0.4, 1.1, -1.4], [-1.0, 0.0, -2.7], [1.0, -0.3, 1.6], [-0.3, -2.1, -1.2], [1.9, -2.2, 0.5], [-0.6, -2.0, -3.4], [3.8, 0.3, 4.1], [-1.8, 1.1, 0.0], [-0.2, 0.1, -1.5], [1.5, -0.4, 1.9], [-0.1, 0.3, 0.7], [2.2, 1.0, 2.1], [0.1, -0.1, 0.5], [-2.7, 0.3, -1.6], [2.7, 3.4, 1.1], [-2.6, -4.0, 1.3], [1.6, 0.4, -2.3], [-0.7, 1.4, 3.4], [0.5, -1.4, -2.7], [0.3, -0.3, -2.1], [-0.6, -0.3, 0.1], [-0.5, -0.5, -1.2], [-0.2, 0.7, -0.6], [-0.5, -0.5, -1.0], [0.3, 0.0, 0.4], [0.2, 1.5, -0.3], [-0.1, 0.3, 0.9], [-2.7, 0.6, -0.6], [-0.6, 0.3, -0.4], [-0.6, -0.6, -1.3], [-0.2, -0.8, -0.8], [-0.8, 1.2, 0.5], [-0.2, 0.1, 0.1], [-0.8, -0.2, 1.4], [-0.1, 0.3, 0.3], [0.2, -0.3, -0.1]], "mulliken_charge": [-1.10, 0.15, -0.47, -0.52, -0.63, -0.66, -0.47, 0.69, 0.33, 1.02, -0.26, -0.71, 0.84, -0.77, -0.25, -0.94, -0.36, 0.03, 0.36, -0.40, -0.73, -0.29, -0.68, -0.06, 0.41, 0.26, 0.48, 0.35, 0.41, 0.31, 0.37, 0.22, 0.38, 0.43, 0.37, 0.42, 0.39, 0.30, 0.36, 0.44]}

{"formula": "C20H16N4NiO6", "method": "the ωB97M-V functional and the def2-TZVPD basis", "orbital_gap_ev": [7.668, 7.778], "e_tot_ev": -80291.17362, "e_homo_ev": [-8.36, -8.36], "elements": ["Ni", "O", "C", "C", "C", "N", "C", "C", "C", "O", "O", "C", "O", "O", "H", "H", "H", "C", "C", "C", "C", "C", "N", "C", "O", "N", "C", "C", "C", "C", "N", "C", "C", "C", "H", "H", "H", "H", "H", "H", "H", "H", "H", "H", "H", "H", "H"], "xyz": [[0.007543, -0.035471, 0.268971], [-1.938151, -1.936728, -5.098270], [-1.542873, -1.531882, -3.880697], [-2.433346, -0.970362, -2.957164], [-1.947236, -0.610686, -1.724661], [-0.670807, -0.780034, -1.411054], [0.196156, -1.273297, -2.287149], [-0.192652, -1.671305, -3.541837], [1.638581, -1.237759, -1.734377], [2.516659, -1.821569, -2.332044], [1.711877, -0.533519, -0.660503], [-2.724617, 0.079219, -0.591176], [-3.930488, 0.193435, -0.676286], [-1.943174, 0.483135, 0.346249], [-2.882844, -1.789789, -5.209866], [-3.480098, -0.810762, -3.184750], [0.533592, -2.079682, -4.230116], [-7.828672, -2.081984, 3.225231], [-6.477726, -1.503310, 3.549379], [-5.818502, -1.832273, 4.728053], [-4.566905, -1.319666, 5.032224], [-3.944098, -0.447086, 4.144551], [-2.662579, 0.118053, 4.364926], [-1.921529, 0.105518, 5.506894], [-2.246297, -0.356852, 6.578348], [-0.666290, 0.729819, 5.392679], [0.146827, 0.953256, 4.296848], [1.238184, 1.822989, 4.390358], [2.024311, 2.054232, 3.279025], [1.711923, 1.431688, 2.081650], [0.692159, 0.579506, 1.999813], [-0.058923, 0.325688, 3.072051], [-4.586668, -0.119889, 2.953941], [-5.835128, -0.640489, 2.667069], [-8.348526, -2.389164, 4.131807], [-7.721397, -2.961404, 2.586105], [-8.450093, -1.360925, 2.694721], [-6.292563, -2.505516, 5.432412], [-4.083568, -1.586477, 5.956538], [-2.349838, 0.715392, 3.616042], [-0.274135, 0.932259, 6.298157], [1.463785, 2.310893, 5.330690], [2.868955, 2.725700, 3.327639], [2.293874, 1.585328, 1.183268], [-0.845288, -0.405141, 2.946784], [-4.105554, 0.538817, 2.237312], [-6.318281, -0.368074, 1.736490]], "atomic_forces_ev_per_a": [[-0.4, -0.8, -2.2], [0.1, 0.0, -0.1], [0.0, 0.1, 0.3], [0.0, -0.1, -0.1], [-0.2, 0.3, 0.5], [0.2, 0.5, 0.5], [0.6, 0.1, 0.3], [-0.1, -0.2, -0.1], [-0.7, -0.4, -0.7], [0.0, 0.3, 0.2], [-0.1, 0.4, 1.3], [0.0, -0.5, -0.8], [0.1, 0.1, 0.2], [0.8, 0.1, 1.2], [-0.1, 0.0, 0.0], [0.0, 0.0, 0.0], [0.0, 0.0, 0.0], [0.1, 0.0, 0.0], [0.0, 0.0, 0.1], [0.0, 0.0, -0.1], [0.2, 0.1, 0.1], [-0.3, -0.2, 0.1], [-0.1, 0.0, 0.0], [-0.1, -0.1, -0.1], [-0.1, 0.0, -0.1], [0.1, 0.1, 0.2], [0.0, 0.0, -0.2], [0.0, 0.0, -0.1], [-0.1, -0.1, 0.0], [0.2, -0.1, 0.0], [-0.3, 0.2, -0.4], [-0.1, -0.1, 0.1], [0.1, 0.1, -0.1], [0.0, 0.0, 0.0], [0.0, 0.0, 0.0], [-0.1, 0.0, 0.0], [0.0, 0.0, 0.0], [0.0, 0.0, 0.0], [0.0, 0.0, 0.1], [-0.1, 0.1, 0.0], [0.0, -0.1, 0.0], [0.0, 0.0, 0.0], [0.0, 0.0, 0.0], [0.0, 0.0, 0.0], [0.1, 0.0, -0.1], [0.0, 0.0, 0.0], [0.1, 0.0, 0.0]], "mulliken_charge": [0.14, -0.51, 1.14, -0.27, 0.12, -0.33, 0.38, -0.59, 0.35, -0.64, -0.65, 0.38, -0.66, -0.72, 0.30, 0.46, 0.54, -1.40, 0.81, -0.78, -0.47, 0.76, -0.25, 0.32, -0.66, -0.08, 0.13, -0.32, -0.83, 0.03, -0.39, -0.08, -0.39, -0.97, 0.37, 0.28, 0.36, 0.34, 0.44, 0.38, 0.26, 0.40, 0.39, 0.46, 0.80, 0.24, 0.41]}

{"formula": "C20H16N4O3Tl", "method": "the ωB97M-V functional and the def2-TZVPD basis", "orbital_gap_ev": 7.811, "e_tot_ev": -37789.20882, "e_homo_ev": -11.28, "total_charge": 1, "elements": ["Tl", "O", "C", "C", "C", "C", "C", "C", "C", "N", "N", "C", "O", "C", "C", "C", "C", "C", "C", "H", "H", "H", "H", "H", "H", "H", "H", "H", "H", "N", "C", "O", "C", "C", "C", "N", "C", "C", "H", "H", "H", "H", "H", "H"], "xyz": [[-1.074741, 1.772309, -0.492585], [-0.653739, -1.258728, -0.591315], [-1.693097, -2.114313, -0.343831], [-2.633906, -1.965899, 0.660222], [-3.597784, -2.954407, 0.721281], [-3.616906, -4.035790, -0.177429], [-2.666040, -4.160043, -1.165953], [-1.686027, -3.166619, -1.240130], [-0.557951, -2.919254, -2.068494], [0.021360, -1.815335, -1.686812], [1.137889, -1.300550, -2.186164], [1.556702, -0.090321, -1.819493], [0.993247, 0.716912, -1.042640], [2.861702, 0.295284, -2.437361], [3.414495, -0.415342, -3.499664], [4.622309, -0.013545, -4.045635], [5.289212, 1.087857, -3.525541], [4.745352, 1.792919, -2.460376], [3.530232, 1.401418, -1.921811], [-2.614090, -1.140147, 1.357623], [-4.358371, -2.894927, 1.488088], [-4.393152, -4.782235, -0.085993], [-2.675211, -4.992472, -1.855801], [-0.135794, -3.469615, -2.892674], [2.895933, -1.277635, -3.893358], [5.046508, -0.561068, -4.876622], [6.235132, 1.396591, -3.951038], [5.269991, 2.645252, -2.049737], [3.092326, 1.941382, -1.094004], [1.742106, 4.186296, 6.151208], [1.704227, 2.902846, 5.726131], [2.134228, 1.970553, 6.368058], [1.089814, 2.652027, 4.364979], [0.970758, 3.607856, 3.368113], [0.419018, 3.236369, 2.154100], [-0.008982, 1.999169, 1.898641], [0.116235, 1.081426, 2.861841], [0.659480, 1.361282, 4.099157], [2.136027, 4.365832, 7.059679], [1.280855, 4.936033, 5.670426], [1.321048, 4.623046, 3.497909], [0.327228, 3.964560, 1.354888], [-0.219766, 0.079386, 2.622577], [0.768678, 0.597355, 4.855872]], "atomic_forces_ev_per_a": [[0.0, 0.0, 0.0], [-0.1, -0.2, 0.0], [0.0, 0.2, 0.2], [0.0, 0.0, 0.0], [0.0, 0.0, 0.0], [0.0, 0.0, 0.0], [-0.1, 0.0, 0.0], [0.1, -0.1, -0.1], [0.0, -0.1, -0.1], [0.0, 0.3, 0.1], [0.0, -0.3, 0.0], [0.3, 0.3, -0.2], [-0.1, 0.0, 0.1], [-0.1, 0.0, 0.1], [0.0, 0.0, 0.0], [0.0, 0.0, 0.0], [0.0, 0.0, 0.0], [0.0, 0.0, 0.0], [0.0, 0.0, 0.0], [0.0, 0.0, 0.0], [0.0, 0.0, 0.0], [0.0, 0.0, 0.0], [0.0, 0.0, 0.0], [0.0, 0.0, 0.0], [0.0, 0.0, 0.0], [0.0, 0.0, 0.0], [0.0, 0.0, 0.0], [0.0, 0.0, 0.0], [0.0, 0.0, 0.0], [0.0, 0.0, -0.1], [0.0, 0.0, 0.0], [0.0, 0.0, 0.0], [0.0, 0.1, 0.1], [0.0, 0.1, 0.0], [0.0, -0.1, 0.1], [0.0, 0.1, 0.0], [0.0, 0.0, -0.1], [0.0, -0.1, 0.0], [0.0, 0.0, 0.0], [0.0, 0.0, 0.0], [0.0, 0.0, 0.0], [0.0, 0.0, 0.0], [0.0, 0.0, 0.0], [0.0, 0.0, 0.0]], "mulliken_charge": [0.79, -0.23, 0.72, -0.65, -0.60, -0.57, -0.93, 0.88, -0.47, 0.96, -1.03, 0.32, -0.67, 0.68, -0.21, -0.73, -0.38, -0.63, -0.43, 0.36, 0.40, 0.40, 0.43, 0.54, 0.39, 0.39, 0.39, 0.40, 0.38, -0.35, 0.31, -0.58, 0.88, -0.83, -0.21, -0.23, -0.28, -0.64, 0.24, 0.17, 0.33, 0.37, 0.43, 0.47]}